Entry from the Open Molecules 2025 dataset: an isolated ion of composition C3H11N2 and charge +2 in a non-equilibrium geometry (ωB97M-V/def2-TZVPD).

Last column: Mulliken charge in e.
Positions of all 16 atoms, in Å:
N -2.0503 0.5051 0.1713  -0.178
C -0.9626 1.1243 -0.5787  -0.333
C 0.3397 0.3160 -0.8346  -0.607
N 0.4660 -0.9731 -0.0569  -0.158
C 1.7337 -1.0362 0.9394  -0.714
H -0.2730 -0.9249 0.6331  0.323
H -2.9658 0.6481 -0.2800  0.367
H -2.1692 0.7706 1.1603  0.361
H -0.7039 1.9995 0.0521  0.366
H -1.3725 1.6139 -1.4606  0.429
H 1.2225 0.9273 -0.7161  0.323
H 0.4099 0.0371 -1.8853  0.400
H 0.5509 -1.8485 -0.5669  0.387
H 2.3426 -0.2262 0.6506  0.331
H 1.3612 -0.8722 1.9331  0.361
H 2.0708 -2.0608 0.8392  0.341

Forces on the atoms, in the same order (eV/Å):
-0.70 2.43 -0.52
0.17 0.56 0.62
0.25 -1.02 -1.43
1.39 1.61 2.30
-1.80 -0.60 -0.72
-0.42 -1.25 -0.29
-0.04 -0.81 -0.14
0.43 -0.92 0.28
0.13 -0.27 0.35
0.07 -0.75 -0.49
0.07 0.24 0.58
-0.46 0.01 -0.10
-0.81 0.15 -0.51
1.24 0.36 -0.37
-0.19 0.05 0.44
0.67 0.22 0.01

Computed properties:
- Relative energy (zero: lowest compared OMol25 entry of this formula, charge and spin): 49.6 kcal/mol
- LUMO (alpha / beta): -8.101 / -13.889 eV
- 2S+1: 2
- Net charge: +2
- HOMO-LUMO gap (alpha / beta): 14.2 / 8.4 eV
- Max |F|: 3.1 eV/A

Entry from the Open Molecules 2025 dataset: a 2-piece molecular cluster, C3H11N2O overall (ωB97M-V/def2-TZVPD).

Last column: Mulliken charge in e.
Positions of all 17 atoms, in Å:
C -1.4000 1.1015 1.3626  -1.212
C 0.0585 1.0555 0.9867  -0.230
N 0.4252 -0.3419 0.7439  -0.179
C 1.2166 -0.7320 -0.2121  0.184
N 1.6366 -1.9642 -0.3950  -0.331
H -1.9917 0.4442 0.7195  0.343
H -1.8473 2.0890 1.2748  0.343
H -1.5376 0.7509 2.3909  0.362
H 0.6588 1.3837 1.8376  0.281
H 0.3092 1.5951 0.0778  0.346
H 0.0496 -1.0609 1.3479  0.248
H 1.4576 0.0103 -0.9783  0.332
H 1.3463 -2.7466 0.1706  0.222
H 2.0580 -2.1845 -1.2833  0.264
H -0.2874 0.2670 -3.2593  0.335
H -1.5105 0.3764 -2.3797  0.316
O -0.6420 -0.0433 -2.4045  -0.623

Forces on the atoms, in the same order (eV/Å):
-0.73 -0.21 0.02
0.01 -0.29 0.43
0.58 -0.64 -0.23
-0.66 0.37 -0.50
0.04 -0.01 -0.34
0.08 0.05 -0.05
0.25 0.12 0.11
-0.01 0.12 -0.12
0.11 0.34 -0.30
-0.04 0.21 0.07
-0.04 0.17 0.29
0.24 -0.26 0.41
0.00 0.06 0.13
0.12 -0.07 0.08
-0.15 -0.29 0.45
-0.04 -0.13 0.11
0.24 0.46 -0.54

Computed properties:
- Relative energy (zero: lowest compared OMol25 entry of this formula, charge and spin): 11.9 kcal/mol
- LUMO: -3.086 eV
- 2S+1: 1
- Net charge: +1
- HOMO-LUMO gap: 11.9 eV
- Max |F|: 0.9 eV/A

Entry from the Open Molecules 2025 dataset: an isolated ion of composition C3H11N2O and charge +1 in a non-equilibrium geometry (ωB97M-V/def2-TZVPD).

Last column: Mulliken charge in e.
Positions of all 17 atoms, in Å:
N -1.3283 -0.0692 -1.7648  -0.607
C 0.0535 -0.1415 -1.3082  -0.680
C 0.0797 0.3176 0.1833  -0.080
N -1.1056 -0.2859 0.8587  -0.203
C 1.3823 -0.0989 0.8832  -0.756
O 1.2667 0.2485 2.2605  -0.509
H -1.5544 0.8798 -2.0313  0.231
H -1.4420 -0.5888 -2.6354  0.260
H 0.7309 0.5613 -1.8054  0.355
H 0.5265 -1.1221 -1.3693  0.450
H 0.0429 1.4025 0.3115  0.290
H -1.2259 0.0572 1.8127  0.345
H -0.9324 -1.2904 0.7906  0.368
H -1.9557 -0.1370 0.3064  0.405
H 2.1927 0.3917 0.3554  0.399
H 1.4946 -1.1850 0.7900  0.391
H 1.7741 1.0602 2.3620  0.343

Forces on the atoms, in the same order (eV/Å):
0.10 -0.54 -0.77
0.30 1.42 1.16
0.92 0.17 -0.72
0.35 -0.21 -0.12
-1.41 -0.39 0.19
0.44 0.09 -0.69
0.00 0.25 0.09
-0.06 -0.10 0.34
-0.04 -0.19 -0.24
-0.50 -0.22 -0.20
-0.53 -0.06 -0.29
0.22 -0.37 0.12
-0.33 -0.17 0.72
0.05 0.21 -0.33
0.29 0.03 0.09
0.21 0.06 0.17
-0.02 0.02 0.48

Computed properties:
- Relative energy (zero: lowest compared OMol25 entry of this formula, charge and spin): 28.2 kcal/mol
- LUMO: -3.172 eV
- 2S+1: 1
- Net charge: +1
- SMILES: NC[C@@H]([NH3+])CO
- HOMO-LUMO gap: 11.3 eV
- Max |F|: 1.9 eV/A

Entry from the Open Molecules 2025 dataset: a 2-piece molecular cluster, C3H11N2O overall in a non-equilibrium geometry (ωB97M-V/def2-TZVPD).

Last column: Mulliken charge in e.
Positions of all 17 atoms, in Å:
C 0.1599 -1.5829 -0.8066  -1.132
C 0.4204 -0.2543 -0.0440  -0.314
N 0.9667 0.7045 -0.9968  -0.191
C 0.6613 1.9704 -0.9500  0.162
N 1.2643 2.9237 -1.6239  -0.285
H -0.7471 -2.1088 -0.5344  0.331
H 0.0894 -1.3481 -1.8586  0.353
H 0.9443 -2.2980 -0.5782  0.307
H -0.3587 0.0920 0.6307  0.417
H 1.1363 -0.5156 0.7265  0.259
H 1.7644 0.4212 -1.5446  0.266
H -0.0819 2.2448 -0.2154  0.314
H 1.7628 2.6667 -2.4065  0.235
H 0.8654 3.8381 -1.5019  0.277
H -2.7989 -1.7953 4.5011  0.323
H -3.2432 -2.9063 3.6328  0.326
O -2.8055 -2.0522 3.5698  -0.646

Forces on the atoms, in the same order (eV/Å):
-0.33 0.34 0.59
0.27 -2.27 0.42
-0.33 1.09 0.78
0.35 -0.48 0.74
-1.93 0.11 1.87
-0.35 0.30 0.21
0.09 -0.31 -0.36
0.29 0.08 -0.39
-0.67 0.64 -0.97
0.87 0.33 -0.14
0.03 -0.30 -0.17
-0.17 0.15 -0.05
1.56 -0.02 -2.02
0.30 0.32 -0.46
0.15 0.28 -0.16
-0.05 -0.16 -0.35
-0.07 -0.10 0.48

Computed properties:
- Relative energy (zero: lowest compared OMol25 entry of this formula, charge and spin): 28.6 kcal/mol
- LUMO: -3.595 eV
- 2S+1: 1
- Net charge: +1
- HOMO-LUMO gap: 10.2 eV
- Max |F|: 2.7 eV/A

Entry from the Open Molecules 2025 dataset: a 2-piece molecular cluster, C3H11N2O overall in a non-equilibrium geometry (ωB97M-V/def2-TZVPD).

Last column: Mulliken charge in e.
Positions of all 17 atoms, in Å:
C -0.7067 -2.0183 0.9268  -1.142
C -1.2141 -1.1015 -0.2090  -0.339
N -0.9570 2.1922 -1.2805  -0.262
C -0.4353 1.0879 -0.8320  0.125
N -0.8988 0.2966 0.1296  -0.235
H 0.2366 -1.6068 1.2817  0.343
H -0.6705 -3.0641 0.6527  0.351
H -1.4118 -1.8998 1.7562  0.337
H -2.2811 -1.1715 -0.4273  0.274
H -0.7345 -1.4274 -1.1399  0.357
H -1.8621 2.4762 -0.9328  0.281
H -0.4784 2.7070 -1.9983  0.279
H 0.4188 0.7109 -1.4002  0.344
H -0.9920 0.4917 1.1142  0.286
H 4.6054 1.0573 1.2146  0.320
H 3.6712 0.2654 0.2629  0.318
O 3.7103 1.0042 0.8814  -0.636

Forces on the atoms, in the same order (eV/Å):
-1.14 1.18 0.15
1.08 -1.20 0.07
0.07 -0.44 1.09
0.37 -0.48 -0.79
-0.39 -0.40 -0.18
0.27 -0.48 -0.16
0.18 -0.05 -0.07
0.10 -0.29 0.09
-0.02 -0.02 0.33
0.21 0.56 -0.02
0.06 0.46 0.06
-0.04 0.31 -0.17
-0.20 -0.03 -0.22
-0.51 0.92 -0.14
0.28 -0.12 -0.01
0.37 0.10 0.21
-0.69 -0.01 -0.24

Computed properties:
- Relative energy (zero: lowest compared OMol25 entry of this formula, charge and spin): 42.2 kcal/mol
- LUMO: -4.534 eV
- 2S+1: 1
- Net charge: +1
- HOMO-LUMO gap: 9.8 eV
- Max |F|: 1.6 eV/A

Entry from the Open Molecules 2025 dataset: a 2-piece molecular cluster, C3H11N2O overall in a non-equilibrium geometry (ωB97M-V/def2-TZVPD).

Last column: Mulliken charge in e.
Positions of all 17 atoms, in Å:
C -0.8419 -1.8478 0.4017  -1.261
C -0.3244 -0.4808 0.0496  -0.256
N -0.6213 0.5625 1.0656  -0.182
C -1.6000 0.4867 1.9240  0.198
N -1.7144 1.3063 2.9558  -0.314
H -1.9179 -1.9407 0.2208  0.377
H -0.4385 -2.5836 -0.2979  0.337
H -0.5862 -2.1828 1.4023  0.391
H 0.7551 -0.5002 -0.0668  0.355
H -0.7044 -0.0922 -0.8742  0.284
H 0.1223 1.1947 1.3353  0.248
H -2.3581 -0.2660 1.7992  0.343
H -2.5995 1.5446 3.3739  0.259
H -0.8996 1.8045 3.2822  0.220
H 3.9648 0.5746 -5.7061  0.316
H 4.8883 1.6959 -5.4457  0.323
O 4.8757 0.7247 -5.4197  -0.639

Forces on the atoms, in the same order (eV/Å):
-0.65 -0.58 -0.72
0.56 0.32 0.30
0.15 -0.77 1.07
-0.13 0.52 -0.05
0.42 -0.03 -0.04
0.02 0.15 0.37
0.25 0.17 0.07
0.04 0.12 0.15
0.13 0.05 0.18
-0.36 -0.07 -0.61
0.09 0.18 -0.47
-0.33 -0.01 -0.33
-0.02 -0.42 0.16
-0.17 0.36 -0.07
0.16 -0.42 0.00
0.45 -0.33 0.10
-0.62 0.76 -0.11

Computed properties:
- Relative energy (zero: lowest compared OMol25 entry of this formula, charge and spin): 25.7 kcal/mol
- LUMO: -3.810 eV
- 2S+1: 1
- Net charge: +1
- HOMO-LUMO gap: 9.4 eV
- Max |F|: 1.3 eV/A